Record 1
15
Properties=species:S:1:pos:R:3:forces:R:3:nbo_charge:R:1 method="wB97M-V/def2-TZVPD" e_lumo_ev=0.7 e_above_lowest_ev=1.996 energy_ev=-10673.00518 charge=0 smiles="[H]/N=c1/ncn(C)n1N"
C 2.0125 0.0586 0.1934 0.477 0.151 0.561 -0.4160
C 0.2321 -1.6568 -0.2486 1.138 -0.311 0.540 0.2847
C -1.5291 -0.5436 0.1178 -0.894 0.171 0.280 0.4947
H 2.2663 1.0357 -0.2462 -0.548 -0.316 0.091 0.2270
H 2.7604 -0.6346 -0.1876 -0.210 -0.221 -0.039 0.2188
H 2.1280 0.1197 1.2908 -0.029 0.056 -0.369 0.2012
H 0.9928 -2.4211 -0.3478 -0.304 -0.291 -0.206 0.1960
H -2.8573 0.7782 0.3973 -0.034 -0.464 -0.283 0.3278
H -0.7376 2.2833 0.3047 -0.257 0.361 0.371 0.3651
H -1.2299 1.4976 -1.0754 -0.317 0.290 -0.278 0.3585
N 0.6857 -0.3991 -0.1424 0.671 0.024 -0.786 -0.2397
N -1.0323 -1.8220 -0.0771 -0.234 -0.273 -0.402 -0.5046
N -2.7718 -0.2115 0.1213 1.141 0.345 0.351 -0.7065
N -0.4002 0.3372 0.2652 -1.259 0.863 0.440 -0.1536
N -0.5196 1.5784 -0.3653 0.660 -0.384 -0.271 -0.6534

Record 2
20
Properties=species:S:1:pos:R:3:forces:R:3:nbo_charge:R:1 method="wB97M-V/def2-TZVPD" e_lumo_ev="-6.4 / -6.5" e_above_lowest_ev=3.849 energy_ev=-8933.15327 charge=+1
C -1.2037 0.2556 -0.1682 1.593 -0.447 0.288 0.0859
C -2.5030 -0.1175 -0.4336 -1.544 2.261 0.191 -0.1590
C 0.5467 1.7384 0.3542 -1.499 -4.930 2.540 -0.5231
C -0.8158 1.6542 -0.1385 0.761 -2.202 0.896 0.1512
C 1.0430 0.1730 0.3887 2.726 0.973 -0.539 -0.0153
C 1.9951 -0.0102 -0.8993 -1.785 0.299 1.589 -0.6150
C -0.2650 -2.0359 0.6277 -2.026 -2.640 -1.095 -0.4445
N -0.1383 -0.6660 0.1847 -1.388 3.829 0.181 -0.3727
H -2.8141 -1.0560 -0.1157 -0.540 -1.822 0.043 0.2124
H -3.3561 0.6066 -0.6645 1.711 -0.929 0.113 0.2442
H 1.2314 2.3256 -0.0598 2.610 2.569 -2.737 0.2757
H 0.6472 2.1433 1.3706 -0.846 -0.076 0.338 0.2989
H -1.4328 2.5288 -0.2033 -0.624 -0.057 -0.574 0.2516
H 1.6496 0.0306 1.3717 -1.370 -0.262 -1.630 0.2357
H 1.3527 -0.1248 -1.7406 -0.759 0.368 -0.797 0.2111
H 2.6126 -0.8586 -0.9927 0.843 -1.149 0.773 0.2349
H 2.5719 0.8631 -1.0096 0.917 0.986 -0.223 0.2136
H -1.0198 -2.1557 1.4574 0.969 0.368 -0.418 0.2217
H -0.7867 -2.6890 -0.2285 1.315 1.390 1.519 0.2257
H 0.6853 -2.6054 0.8991 -1.065 1.470 -0.457 0.2671